1.
{
  "formula": "H18O9",
  "method": "the ωB97M-V functional and the def2-TZVPD basis",
  "lumo_ev": -0.5050,
  "homo_lumo_gap_ev": 9.8,
  "smiles": "O.O.O.O.O.O.O.O.O",
  "max_force_ha_per_bohr": 0.0454,
  "e_tot_ha": -687.92801,
  "symbols": ["O", "H", "H", "O", "H", "H", "O", "H", "H", "O", "H", "H", "O", "H", "H", "O", "H", "H", "O", "H", "H", "O", "H", "H", "O", "H", "H"],
  "positions_angstrom": [[-1.14429, 0.11499, -2.26577], [-0.61882, -0.22575, -2.98631], [-1.04876, 1.05417, -2.40855], [1.86186, 1.06303, -2.42503], [1.67585, 0.13929, -2.20171], [2.70563, 1.20176, -2.88903], [-1.78401, 0.53935, 2.64895], [-2.00833, 0.72254, 1.74565], [-1.76020, -0.42773, 2.84415], [3.10164, 0.78984, -0.00503], [2.73687, 1.20431, -0.79734], [3.98200, 1.15896, 0.13175], [-3.18044, -1.52132, -1.55293], [-3.02462, -1.72545, -0.65458], [-2.41703, -0.97506, -1.77362], [-2.79182, 1.15016, 0.12445], [-3.53387, 0.52210, 0.06946], [-2.07071, 0.56231, -0.09653], [-0.11865, 0.20336, 0.13595], [0.81389, 0.39444, 0.10556], [-0.35446, 0.08266, -0.75261], [2.77220, -0.05482, 2.52576], [2.92348, -0.08597, 1.59282], [2.92780, -0.97789, 2.75843], [0.14735, -1.99349, 1.92061], [-0.04895, -1.22776, 1.37815], [0.25640, -1.68805, 2.82733]],
  "atomic_forces_ev_per_a": [[0.37, 0.07, -0.56], [0.14, -0.61, -0.47], [-0.36, 0.84, 0.19], [-0.33, 0.55, -0.03], [0.80, 0.13, -0.45], [-0.52, -0.79, 0.13], [0.42, -1.10, 2.01], [-0.35, -0.13, -0.69], [-0.17, 1.28, -0.76], [0.32, -0.02, -0.13], [0.01, 0.14, -0.04], [-0.18, 0.04, 0.05], [-0.24, 0.31, -1.09], [0.05, -0.75, 1.59], [-0.23, 0.08, -0.35], [-0.76, -0.54, -0.16], [-0.08, 0.60, -0.02], [0.57, 0.18, -0.09], [0.44, 0.05, 2.05], [0.68, 0.31, 0.55], [-0.55, -0.45, -2.17], [0.12, -0.63, 1.05], [-0.09, 0.41, -1.07], [-0.14, 0.09, 0.38], [-0.04, -0.85, 0.36], [0.03, 0.57, -0.05], [0.06, 0.23, -0.24]]
}

***

2.
{
  "formula": "H18O9",
  "method": "the ωB97M-V functional and the def2-TZVPD basis",
  "lumo_ev": -0.5548,
  "homo_lumo_gap_ev": 9.3,
  "smiles": "O.O.O.O.O.O.O.O.O",
  "max_force_ha_per_bohr": 0.1327,
  "e_tot_ha": -687.84698,
  "symbols": ["O", "H", "H", "O", "H", "H", "O", "H", "H", "O", "H", "H", "O", "H", "H", "O", "H", "H", "O", "H", "H", "O", "H", "H", "O", "H", "H"],
  "positions_angstrom": [[-2.36003, -2.68906, -2.03003], [-2.20173, -1.78054, -1.84039], [-1.64672, -3.16701, -2.41722], [-1.85909, -0.03913, -1.50899], [-1.66328, 0.42468, -2.24818], [-2.89008, 0.12184, -1.37621], [-0.44501, -1.68496, 2.61695], [-1.32822, -1.78420, 2.68035], [0.08566, -1.45157, 3.40218], [2.53625, -1.30951, 0.39837], [1.59741, -0.98045, 0.29032], [3.07029, -1.24735, -0.28323], [1.17931, -0.61707, -3.43756], [1.07481, -1.52414, -3.08366], [0.30881, -0.17866, -3.37848], [1.73273, 2.05545, 1.41917], [2.57276, 1.54405, 1.40878], [1.09819, 1.94146, 2.31516], [-0.48174, 1.84567, 2.99487], [-0.43276, 2.70509, 3.48467], [-1.35170, 1.81572, 2.30438], [0.56302, 2.66808, -1.07652], [0.82474, 2.48151, -0.20364], [0.05525, 1.83146, -1.30948], [0.33702, -0.33226, 0.26622], [-0.22042, -0.32518, -0.44664], [-0.15546, -0.32392, 1.05880]],
  "atomic_forces_ev_per_a": [[-1.94, -1.31, 0.27], [1.08, 0.80, -0.09], [0.94, 0.10, -0.27], [-4.44, -1.53, 4.04], [0.88, 2.44, -3.84], [3.30, -0.41, -0.32], [5.45, 0.75, -0.95], [-4.29, -0.42, 1.40], [-1.29, -0.26, -0.37], [-3.41, -1.04, 5.82], [1.42, -0.23, -0.47], [3.56, 0.71, -5.32], [-0.59, -0.32, 0.29], [-0.08, 0.84, -0.24], [0.73, -0.58, -0.07], [-1.42, -0.07, 2.75], [-1.21, 0.22, 0.53], [2.68, -0.18, -3.55], [-3.14, 0.33, -1.85], [-0.74, -0.90, -0.90], [3.79, 0.72, 3.10], [-2.10, -1.28, -2.70], [1.09, -0.43, 2.33], [1.13, 1.72, 0.41], [1.85, 0.73, 1.01], [-2.39, -0.09, -2.56], [-0.86, -0.32, 1.54]]
}

***

3.
{
  "formula": "H18O9",
  "method": "the ωB97M-V functional and the def2-TZVPD basis",
  "lumo_ev": -0.1623,
  "homo_lumo_gap_ev": 9.4,
  "smiles": "O.O.O.O.O.O.O.O.O",
  "max_force_ha_per_bohr": 0.1492,
  "e_tot_ha": -687.79809,
  "symbols": ["H", "H", "H", "H", "H", "H", "H", "H", "H", "H", "H", "H", "H", "H", "H", "H", "H", "H", "O", "O", "O", "O", "O", "O", "O", "O", "O"],
  "positions_angstrom": [[1.37804, -0.16847, -0.54408], [0.25256, 0.23611, 0.39382], [-0.41580, 3.13884, 3.16754], [-1.48917, 2.26483, 2.53984], [-1.81677, -2.77438, -1.67730], [-1.95491, -1.29731, -2.00777], [-2.83089, 3.08094, -0.55636], [-4.32493, 3.21270, -0.80236], [0.28298, -2.76516, 0.62761], [1.45119, -3.73743, 0.62358], [-4.54011, -1.84223, 1.64654], [-3.39464, -1.34720, 0.77884], [3.73615, 3.78788, -2.29668], [2.41196, 3.72972, -1.55293], [4.85173, -0.71493, 1.78452], [4.53309, -1.40992, 0.47094], [0.56904, -1.51756, -1.68358], [1.41676, -2.63091, -1.09039], [0.89384, -0.46558, 0.23456], [-1.07586, 3.13235, 2.46521], [-2.46697, -2.06475, -1.72882], [-3.51617, 2.87247, -1.20128], [1.23896, -2.80496, 0.74381], [-4.21195, -1.05487, 1.19780], [3.33620, 3.97917, -1.44086], [5.07813, -0.70992, 0.84766], [0.60753, -2.12945, -0.93987]],
  "atomic_forces_ev_per_a": [[0.03, 0.13, 0.38], [0.18, 0.35, 0.21], [-0.03, 0.06, -0.09], [-0.04, 0.07, 0.02], [0.08, 0.08, 0.02], [-0.13, -0.06, 0.04], [-0.04, 0.01, -0.04], [0.05, -0.08, -0.07], [0.42, 0.07, 0.37], [-0.05, -0.22, 0.55], [-0.02, 0.11, -0.05], [-0.09, 0.01, -0.23], [0.03, 0.04, 0.10], [0.07, 0.07, 0.08], [-0.01, 0.05, -0.10], [0.01, 0.09, 0.07], [-0.42, -0.05, -0.58], [-0.35, 0.13, -0.15], [-0.01, 3.51, 1.69], [0.02, -0.18, 0.03], [0.04, 0.01, 0.08], [0.04, 0.09, 0.13], [1.72, -3.07, 4.98], [0.10, -0.12, 0.19], [-0.11, -0.10, -0.18], [-0.05, -0.14, 0.03], [-1.48, -0.86, -7.48]]
}

***

4.
{
  "formula": "H18O9",
  "method": "the ωB97M-V functional and the def2-TZVPD basis",
  "lumo_ev": -0.3338,
  "homo_lumo_gap_ev": 10.0,
  "smiles": "O.O.O.O.O.O.O.O.O",
  "max_force_ha_per_bohr": 0.0139,
  "e_tot_ha": -687.93956,
  "symbols": ["O", "H", "H", "O", "H", "H", "O", "H", "H", "O", "H", "H", "O", "H", "H", "O", "H", "H", "O", "H", "H", "O", "H", "H", "O", "H", "H"],
  "positions_angstrom": [[-0.20598, -0.11712, 0.00061], [-0.61195, 0.58825, -0.50325], [-0.07772, -0.82222, -0.63390], [0.14827, -1.44390, -2.44617], [0.65682, -1.47727, -3.25642], [-0.75348, -1.30254, -2.73446], [-1.45513, 0.20984, 2.82321], [-0.94439, -0.57922, 2.64225], [-1.73103, 0.52019, 1.96077], [0.02856, -2.54154, 2.62686], [0.66000, -1.96877, 2.19158], [0.38869, -2.67309, 3.50392], [2.15815, -0.67434, 1.68357], [1.62422, -0.32182, 0.97162], [3.01982, -0.27732, 1.55661], [-2.57185, 1.91660, -2.81496], [-2.57234, 2.85517, -3.00289], [-2.18865, 1.84713, -1.94056], [-1.28381, 2.58298, -0.19440], [-0.90798, 3.27486, -0.73872], [-1.92079, 3.03333, 0.36026], [1.16281, 2.85663, 1.34044], [1.89001, 2.48533, 0.84090], [0.43067, 2.87077, 0.72399], [1.89291, -3.63696, -1.32333], [1.95334, -4.20224, -2.09342], [1.21083, -3.00273, -1.54411]],
  "atomic_forces_ev_per_a": [[0.12, -0.05, 0.42], [-0.03, 0.34, 0.06], [0.14, -0.27, -0.28], [0.03, -0.13, 0.06], [0.29, 0.05, -0.19], [-0.40, -0.02, -0.10], [-0.37, 0.44, 0.35], [0.17, -0.48, -0.05], [0.11, -0.07, -0.19], [-0.57, -0.06, -0.06], [0.61, 0.14, -0.13], [0.10, -0.01, 0.20], [0.14, -0.18, 0.15], [-0.57, 0.31, -0.30], [0.24, -0.07, 0.13], [-0.03, -0.26, -0.33], [-0.07, 0.20, -0.13], [0.02, 0.03, 0.42], [0.06, -0.18, -0.29], [0.11, 0.33, -0.29], [-0.31, 0.06, 0.36], [0.29, 0.33, 0.17], [0.21, -0.11, -0.02], [-0.29, -0.30, 0.06], [0.30, -0.07, 0.14], [0.03, -0.20, -0.13], [-0.33, 0.23, -0.02]]
}

***

5.
{
  "formula": "H18O9",
  "method": "the ωB97M-V functional and the def2-TZVPD basis",
  "lumo_ev": 0.1339,
  "homo_lumo_gap_ev": 8.9,
  "smiles": "O.O.O.O.O.O.O.O.O",
  "max_force_ha_per_bohr": 0.1301,
  "e_tot_ha": -687.82217,
  "symbols": ["H", "H", "H", "H", "H", "H", "H", "H", "H", "H", "H", "H", "H", "H", "H", "H", "H", "H", "O", "O", "O", "O", "O", "O", "O", "O", "O"],
  "positions_angstrom": [[1.46382, -1.74451, -0.36131], [0.23243, -0.85944, -0.25945], [-2.90722, -0.08180, -2.39093], [-3.91239, -1.20573, -2.58192], [0.24463, 0.60157, -3.71617], [-1.20631, 0.86291, -3.34668], [-2.13937, -0.71653, -0.81424], [-2.22852, -0.39855, 0.66933], [0.86901, -1.30904, 5.61795], [1.44841, -1.36605, 4.21400], [2.90183, 0.92644, 2.04019], [3.77489, 1.10550, 0.80903], [-1.26146, 0.95811, -1.57843], [0.08643, 1.02397, -0.87923], [4.84108, -2.26717, 0.96562], [3.66883, -1.87787, 1.85125], [-2.85160, 2.07648, 0.93478], [-2.73926, 2.31703, -0.56174], [0.79342, -1.44403, 0.26260], [-3.85037, -0.24731, -2.50083], [-0.36733, 1.31308, -3.49651], [-1.67991, -0.85516, 0.02163], [1.02283, -0.76594, 4.83668], [3.03640, 1.50574, 1.28171], [-0.34068, 0.69061, -1.67637], [4.19402, -1.56662, 1.10539], [-2.84402, 1.61397, 0.08920]],
  "atomic_forces_ev_per_a": [[0.11, 0.06, 0.20], [-0.37, -0.17, 0.14], [-0.23, -0.06, -0.19], [-0.06, 0.00, -0.03], [-0.16, 0.23, 0.07], [0.48, 0.21, -0.84], [-0.05, -0.11, 0.51], [0.03, -0.02, -0.21], [-0.01, 0.10, -0.04], [-0.14, 0.08, -0.03], [-0.05, 0.05, -0.14], [-0.10, -0.09, 0.04], [0.50, 0.20, 0.68], [-0.13, -0.14, 0.50], [0.00, 0.10, -0.02], [-0.08, 0.06, -0.14], [0.02, -0.01, -0.02], [-0.16, 0.08, 0.07], [0.86, -0.25, -0.13], [0.22, -0.02, 0.04], [-0.61, 1.66, -6.45], [-0.74, -0.55, 0.23], [0.11, -0.17, 0.05], [0.08, 0.04, 0.05], [0.49, -1.60, 5.60], [0.08, -0.14, 0.08], [-0.10, 0.44, -0.03]]
}

***

So what do the calculations give for energy relative to the best compared isomer or geometry (same formula, charge and spin)? Going down the list: 61.4, 112.2, 142.9, 54.1, 127.8 kcal/mol.